No. 1
The following is a quantum chemistry calculation of C33H48BN11S6Sr as an isolated structure, from the OMol25 dataset.

Last column: Mulliken charge in e.
Atoms and positions in Å:
Sr  -3.0889  1.4192  1.3085  0.97
C  -2.0133  0.3832  -5.0924  -1.60
C  -0.8097  0.0202  -4.2974  0.22
C  0.4056  -0.3615  -4.7611  -0.11
C  1.5625  -0.4798  -3.9535  -0.02
N  1.5206  -0.4202  -2.6465  -0.87
N  0.3083  0.0312  -2.2033  0.79
B  0.0488  0.4016  -0.7743  -1.87
N  0.0223  -0.7524  0.2319  1.09
N  -0.0142  -1.9593  -0.4316  -0.65
C  0.1556  -3.0137  0.3085  -0.11
C  0.1550  -2.9526  1.7032  -0.37
C  0.0242  -1.7552  2.3734  -0.17
C  -0.1732  -1.7502  3.8393  -1.36
C  0.0265  -0.5686  1.5816  0.93
S  0.0196  0.9421  2.4176  -0.09
C  0.3621  -4.3266  -0.4278  2.22
C  -0.6847  -5.3802  0.0050  -1.71
C  1.7506  -4.8113  -0.0031  -1.55
C  0.3014  -4.0341  -1.9323  -1.67
N  0.8375  1.6329  -0.3720  0.81
N  2.0465  1.1734  0.0476  -0.22
C  2.8966  2.0712  0.5037  -0.29
C  2.5857  3.4565  0.4961  -0.42
C  1.3454  3.8832  0.1562  0.41
C  0.9573  5.2977  0.4614  -1.74
C  0.3861  2.9194  -0.2644  0.72
S  -1.2520  3.2686  -0.5449  -0.21
C  4.1783  1.4978  1.1585  2.50
C  3.9009  0.4955  2.2982  -1.60
C  4.9431  0.7494  0.0524  -1.56
C  4.9716  2.6715  1.6759  -2.27
C  -0.8084  0.2287  -2.9189  0.42
S  -1.9769  0.8262  -1.7574  -0.18
C  2.8553  -0.9018  -4.6451  2.19
C  3.3128  0.1430  -5.6721  -1.62
C  3.9294  -1.1027  -3.5254  -1.68
C  2.5970  -2.2052  -5.3850  -1.60
H  -1.6604  0.6184  -6.1438  0.39
H  -2.7444  -0.4553  -5.1437  0.29
H  -2.5142  1.2808  -4.6644  0.41
H  0.5819  -0.5986  -5.8198  0.41
H  0.3252  -3.9054  2.2588  0.25
H  -0.0182  -2.7413  4.2741  0.44
H  0.5591  -1.0751  4.2918  0.35
H  -1.1838  -1.3803  4.1723  0.02
H  -0.5207  -5.7775  1.0251  0.32
H  -1.6849  -4.9695  -0.0304  0.37
H  -0.6151  -6.2159  -0.7213  0.45
H  1.8163  -4.9839  1.0862  0.37
H  2.0770  -5.7379  -0.5301  0.41
H  2.5118  -4.0389  -0.1661  0.28
H  -0.6580  -3.6252  -2.2240  0.30
H  1.0443  -3.2871  -2.2162  0.00
H  0.4824  -4.9858  -2.4562  0.59
H  3.3556  4.1370  0.8368  0.45
H  1.8089  5.7828  0.9626  0.36
H  0.7189  5.8668  -0.4561  0.30
H  0.0677  5.3069  1.1174  0.36
H  3.4376  -0.4329  1.9321  0.13
H  4.8314  0.2408  2.7354  0.57
H  3.2982  0.9462  3.0871  0.32
H  4.4095  -0.1592  -0.2470  0.27
H  5.0289  1.3381  -0.8815  0.36
H  5.9575  0.4244  0.3907  0.43
H  4.4596  3.2558  2.4890  0.42
H  5.9346  2.3303  2.0699  0.40
H  5.1976  3.4377  0.9148  0.43
H  3.3560  1.1770  -5.2941  0.34
H  4.3347  -0.1272  -6.0648  0.42
H  2.6355  0.1529  -6.5605  0.33
H  4.0546  -0.2475  -2.8795  0.27
H  3.6440  -1.9707  -2.8940  0.19
H  4.8852  -1.3292  -4.0221  0.54
H  1.9680  -2.0840  -6.2860  0.43
H  3.5475  -2.5784  -5.7826  0.44
H  2.1087  -3.0016  -4.8295  0.18
S  -5.6673  2.9510  2.1927  -0.53
C  -6.4278  2.5564  0.7043  0.60
S  -5.6359  2.2135  -0.7207  -0.45
C  -7.8518  2.4373  0.7234  -0.08
C  -8.5751  2.5698  1.9188  0.06
N  -9.1575  2.6219  2.9265  -0.59
C  -8.6786  2.0885  -0.3583  0.13
N  -9.4073  1.8438  -1.2365  -0.60
C  -2.4652  1.6944  7.2043  -1.13
N  -2.5979  1.0625  5.9559  -0.03
C  -3.7113  1.0896  5.2042  0.49
N  -4.7429  1.8565  5.6536  -0.45
S  -3.8977  0.1586  3.8464  -0.33
H  -1.8369  1.1416  7.9220  0.32
H  -3.4379  1.7540  7.6921  0.43
H  -2.0547  2.7329  7.1253  0.31
H  -1.7767  0.6389  5.5217  0.12
H  -4.5354  2.7508  6.0997  0.22
H  -5.5624  1.8704  5.0431  0.25
N  -4.0302  -0.6379  0.2068  -0.63
H  -4.6931  -0.3036  -0.5077  0.22
H  -4.4436  -1.3380  0.8212  0.19
H  -3.2362  -1.0771  -0.2794  0.14

Calculated values
LUMO: -1.5 eV
spin multiplicity: 1
E_tot: -117917.1897 eV
relative energy (zero: lowest compared OMol25 entry of this formula, charge and spin): 216.6 kJ/mol
frontier orbital gap: 4.10 eV
molecular weight: 889.66 u
total charge: 0


No. 2
The following is a quantum chemistry calculation of C33H49Br54InO6P as an isolated structure, from the OMol25 dataset.

Last column: Mulliken charge in e.
Atoms and positions in Å:
C  0.2950  2.6534  6.1540  -0.40
C  -0.2090  1.8571  5.1588  -0.99
In  1.0930  1.9206  3.2822  1.18
C  0.1585  0.4707  1.8574  -1.39
C  1.1611  -0.2654  1.0135  -0.13
O  0.5270  -0.8852  -0.1650  0.11
C  1.4564  -1.2538  -1.0248  -0.65
O  1.1868  -1.5357  -2.1772  -0.64
C  0.9514  3.9883  2.5318  0.15
C  -0.2006  4.1936  1.5206  -1.13
O  -0.2511  3.2463  0.4477  -0.05
C  0.0162  3.7361  -0.8415  -0.43
C  1.4130  3.3378  -1.3697  -0.63
C  3.1455  1.2693  3.9818  -1.38
C  4.1536  0.8591  2.8889  -0.51
P  4.9051  2.2538  2.0035  -0.08
O  3.9034  2.9413  1.1648  -0.20
O  5.7207  3.2118  3.0202  0.14
C  5.3184  4.5886  3.1262  0.47
C  4.2092  4.7800  4.1526  -0.21
O  6.0220  1.5776  1.0367  -0.46
C  6.6207  2.5244  0.1556  -0.28
C  8.0364  2.9187  0.5587  -0.71
H  -0.0673  3.6521  6.3780  0.30
H  1.1713  2.3072  6.7133  -0.08
H  -1.1034  1.2524  5.2191  0.55
H  -0.3376  -0.2818  2.4809  0.47
H  -0.6155  0.9656  1.2775  0.35
H  1.5940  -1.0648  1.6217  0.26
H  1.9374  0.4192  0.6690  0.02
H  2.5079  -1.2692  -0.7293  0.89
H  1.8769  4.3872  2.1255  -0.38
H  0.7049  4.6270  3.3884  0.60
H  -1.1286  4.0479  2.0871  0.23
H  -0.2040  5.2392  1.1924  0.46
H  -0.6879  3.2265  -1.5082  0.22
H  -0.1791  4.8046  -0.9639  0.34
H  1.2858  3.1108  -2.4299  0.50
H  2.1493  4.1079  -1.2413  0.17
H  1.6754  2.4096  -0.8682  -0.13
H  3.6159  1.9614  4.6830  0.27
H  2.9518  0.3667  4.5693  0.52
H  3.7430  0.1338  2.1916  0.22
H  4.9933  0.3553  3.3918  0.44
H  6.1851  5.1035  3.5418  0.26
H  5.1012  5.0792  2.1808  -0.39
H  4.6178  4.6677  5.1575  0.25
H  3.7532  5.7668  4.0745  0.24
H  3.4114  4.0482  4.0363  -0.44
H  6.6899  2.0344  -0.8169  0.46
H  6.0301  3.4255  -0.0078  0.19
H  8.7586  2.1165  0.4301  0.29
H  8.0792  3.3555  1.5542  -0.02
H  8.3473  3.7059  -0.1353  0.27
C  3.4961  7.9789  0.9549  -0.42
Br  2.7532  8.7374  -0.6589  -0.08
Br  2.5491  8.5786  2.5242  -0.07
Br  3.5821  6.0586  0.8718  0.11
H  4.5088  8.3441  1.0375  0.40
C  2.3935  -5.0357  1.0235  -0.36
Br  1.8766  -3.6873  -0.2558  0.15
Br  3.2294  -6.5495  0.1685  -0.06
Br  3.5013  -4.2985  2.4176  -0.04
H  1.4900  -5.3960  1.4929  0.39
C  -3.6507  3.5361  7.5056  -0.39
Br  -5.4746  3.2252  6.9357  -0.10
Br  -2.3548  2.6284  6.3515  0.15
Br  -3.2745  5.4265  7.6656  -0.10
H  -3.5589  3.1174  8.4988  0.35
C  12.0979  4.1202  0.5697  -0.38
Br  11.3362  4.9348  -1.0018  -0.02
Br  11.2118  4.7049  2.1770  0.03
Br  12.1295  2.1987  0.4338  -0.02
H  13.1234  4.4510  0.6329  0.38
C  8.3523  4.6550  6.4319  -0.39
Br  8.5555  4.2379  4.5640  0.01
Br  7.3036  6.2511  6.6957  -0.04
Br  7.6301  3.1577  7.4027  0.06
H  9.3369  4.8537  6.8272  0.34
C  -2.1138  -1.5963  -2.0932  0.45
Br  -2.4777  -2.2966  -3.8565  0.00
Br  -3.2030  -0.0462  -1.7284  0.05
Br  -2.2938  -2.9501  -0.7375  -0.04
H  -1.0811  -1.2724  -2.0851  -0.29
C  -3.8311  -5.8427  -2.9517  0.28
Br  -2.3144  -6.6546  -2.0810  -0.02
Br  -4.4286  -6.8876  -4.4580  0.01
Br  -5.2640  -5.4945  -1.7148  0.04
H  -3.5010  -4.8861  -3.3353  -0.28
C  0.4180  -2.7301  -7.2930  -0.38
Br  1.0847  -2.2741  -5.5489  0.04
Br  -1.3903  -3.4035  -7.1758  -0.07
Br  0.5521  -1.2736  -8.5483  0.11
H  1.0382  -3.5307  -7.6670  0.31
C  -6.7082  1.0372  -0.5501  -0.12
Br  -7.9766  1.4366  -1.9388  -0.02
Br  -7.1910  1.8700  1.1231  -0.02
Br  -6.4498  -0.8651  -0.3805  0.00
H  -5.7624  1.4620  -0.8566  0.12
C  -6.6291  0.0034  -5.8067  -0.34
Br  -5.3905  1.4070  -5.3528  -0.01
Br  -6.8205  -1.2610  -4.3709  0.01
Br  -8.3352  0.7078  -6.3684  -0.04
H  -6.2123  -0.5288  -6.6483  0.36
C  -3.6572  -10.1838  -1.1935  0.31
Br  -2.1327  -10.9353  -0.2874  -0.01
Br  -4.2506  -11.2994  -2.6468  0.07
Br  -5.0916  -9.7860  0.0295  0.01
H  -3.3396  -9.2436  -1.6228  -0.33
C  0.4200  2.5014  -11.0273  -0.26
Br  -1.1272  2.1218  -9.9461  -0.02
Br  1.1935  4.2117  -10.5942  -0.04
Br  1.7237  1.0830  -10.9266  -0.06
H  0.0869  2.5543  -12.0529  0.33
C  -6.2426  5.6306  2.4727  -0.03
Br  -6.8393  6.3610  0.7938  -0.03
Br  -4.4087  6.0695  2.8315  0.06
Br  -7.3980  6.1612  3.9200  -0.02
H  -6.3055  4.5552  2.3920  -0.01
C  -8.9967  -10.0956  1.1594  0.05
Br  -9.3381  -10.8144  -0.5940  0.01
Br  -10.0753  -8.5415  1.5147  0.05
Br  -9.1965  -11.4340  2.5314  -0.02
H  -7.9650  -9.7769  1.1755  -0.10
C  5.3917  -0.0175  8.8029  -0.34
Br  6.5434  1.0442  9.9331  -0.07
Br  4.6607  -1.5267  9.7536  -0.06
Br  4.0166  1.0485  7.9819  0.07
H  6.0062  -0.4109  8.0067  0.36
C  -13.9427  -7.0834  1.8006  -0.36
Br  -12.8410  -5.5039  1.7420  0.00
Br  -13.7194  -8.1609  0.2207  0.01
Br  -13.6407  -8.1039  3.4070  0.00
H  -14.9708  -6.7554  1.8209  0.33
C  0.1326  -1.5523  -13.3484  -0.26
Br  1.6622  -2.2943  -12.4464  -0.03
Br  -0.3889  -2.6217  -14.8651  -0.05
Br  -1.3358  -1.2615  -12.1385  0.02
H  0.4281  -0.5852  -13.7278  0.32
C  -5.5675  -11.6464  -6.5166  -0.44
Br  -7.1141  -11.9315  -5.4029  -0.01
Br  -4.7128  -9.9660  -6.1288  0.04
Br  -4.3258  -13.1161  -6.4054  -0.01
H  -5.9153  -11.6002  -7.5374  0.38

Calculated values
LUMO: 0.8 eV
spin multiplicity: 1
E_tot: -3844049.2478 eV
frontier orbital gap: 4.64 eV
molecular weight: 5002.36 u
total charge: -1


F_max readings, ordered: 2.61, 2.34 eV/Å